Here is a molecular structure, C31H47LaNO2P2S2 at a distorted geometry from the OMol25 dataset. Energies are from wB97M-V/def2-TZVPD.

Last column: Löwdin charge in e.
Cartesian coordinates (Å):
La: 2.80677 -0.44998 -0.18546  1.889
C: 3.21624 -1.95267 2.80640  -0.227
C: 1.82170 -2.16674 2.69821  -0.233
C: 2.80136 -3.04934 0.81309  -0.379
C: 3.82834 -2.48031 1.63106  -0.334
C: 1.55582 -2.83553 1.48175  -0.285
C: 3.92750 -1.34619 3.95926  -0.038
H: 3.60409 -1.76648 4.92503  0.095
H: 3.79459 -0.25403 3.99243  0.068
H: 5.00832 -1.51114 3.88294  0.080
C: 5.24400 -2.38850 1.20129  -0.069
H: 5.87767 -1.96345 1.98623  0.069
H: 5.40099 -1.77232 0.29345  0.059
H: 5.64341 -3.38949 0.97877  0.099
C: 2.98515 -3.50842 -0.60124  -0.086
H: 3.94772 -4.02442 -0.71720  0.094
H: 2.98509 -2.71994 -1.40391  0.027
H: 2.19378 -4.20816 -0.90244  0.091
C: 0.21773 -3.34885 1.11383  -0.037
H: -0.22279 -3.98705 1.89978  0.102
H: 0.23886 -3.93744 0.19453  0.076
H: -0.51037 -2.53418 0.95356  0.048
C: 0.75575 -1.74882 3.63871  -0.033
H: 0.30512 -2.60541 4.15970  0.098
H: -0.06588 -1.24961 3.10218  0.056
H: 1.13299 -1.05258 4.39447  0.085
C: -1.04462 2.58456 0.83323  -0.090
C: -0.76528 2.22444 2.10390  -0.111
C: -1.52598 1.39055 3.07688  -0.173
C: -2.80391 0.66240 2.58124  -0.197
C: -2.63453 -0.58997 1.76352  -0.099
C: -2.21319 -0.66822 0.48762  -0.127
C: -1.66155 0.43392 -0.37451  -0.215
C: -2.08379 1.88110 -0.00308  -0.222
H: -1.81897 2.02356 3.94131  0.129
H: -3.53456 1.37385 2.16168  0.105
H: -0.83720 0.62575 3.47270  0.088
H: -3.06184 1.87590 0.47914  0.062
H: -0.68394 3.52492 0.40764  0.105
H: 0.24081 2.45447 2.45953  0.097
H: -2.24856 2.48381 -0.89927  0.071
H: -0.55721 0.47385 -0.39807  0.078
H: -2.22178 -1.67669 0.02831  0.105
H: -1.96984 0.22742 -1.42046  0.043
H: -3.33325 0.34300 3.49282  0.110
H: -2.92238 -1.52735 2.27088  0.114
P: -4.22583 0.70569 -2.25709  0.847
P: -4.54838 -2.02285 -3.63848  0.780
C: -5.74231 0.53738 -3.37759  -0.426
C: -5.57677 -0.62517 -4.36047  -0.468
H: -5.86588 1.49276 -3.91770  0.074
H: -6.63407 0.39007 -2.74097  0.069
H: -6.56117 -1.02794 -4.65736  0.074
H: -5.04694 -0.30220 -5.27355  0.074
C: -5.00676 -3.13678 -5.04023  -0.342
H: -4.66920 -4.15393 -4.82177  0.029
H: -4.49642 -2.78116 -5.94237  0.032
H: -6.09198 -3.12939 -5.21211  0.037
C: -5.85188 -2.63467 -2.46853  -0.317
H: -6.85538 -2.58444 -2.91377  0.044
H: -5.83742 -2.06424 -1.53360  0.021
H: -5.61885 -3.67819 -2.22542  0.032
C: -3.49713 2.14643 -3.16596  -0.288
H: -2.54056 2.45530 -2.73192  0.011
H: -4.19835 2.99101 -3.16337  0.047
H: -3.30263 1.83144 -4.20039  0.044
C: -5.13226 1.49249 -0.85863  -0.280
H: -6.21319 1.33453 -0.94302  0.037
H: -4.91958 2.56452 -0.83440  0.045
H: -4.82608 1.01878 0.07930  0.013
O: 6.54661 0.32304 1.54891  -0.259
S: 5.52935 1.34756 1.55159  0.692
O: 4.77886 1.64189 2.75550  -0.259
N: 4.38793 0.98300 0.35909  -0.436
C: 4.31851 1.92792 -0.65387  -0.767
S: 3.20992 1.60287 -1.89815  0.598
C: 5.21591 3.02082 -0.42662  -0.212
C: 5.30043 4.29755 -1.03655  0.022
C: 6.30899 5.19368 -0.66240  -0.026
C: 7.19537 4.85399 0.38318  -0.016
C: 7.00604 3.67213 1.12329  -0.002
C: 6.02197 2.78345 0.69193  -0.221
H: 4.56296 4.58355 -1.78289  0.124
H: 6.45001 6.15300 -1.17833  0.125
H: 8.03114 5.50198 0.64850  0.122
H: 7.58265 3.42394 2.01479  0.135

Calculated values
Total charge: +1
Highest occupied orbital energy (eV): -9.596
E_LUMO (Ha): -0.168
Energy relative to the best compared isomer or geometry (same formula, charge and spin) (kJ/mol): 110.60
Gap between HOMO and LUMO (eV): 5.017
Molar mass (g/mol): 730.710
Total energy (eV): -79593.9576